The following is a quantum chemistry calculation of a molecular structure, C4H8F3N in a non-equilibrium geometry, from the Open Molecules 2025 dataset.

```
16
Properties=species:S:1:pos:R:3
C -0.81 1.04 -0.95
C -0.59 -1.50 -0.06
C -0.31 0.01 0.06
C 1.56 0.13 -0.25
N -0.58 0.36 1.48
F 2.00 1.35 0.17
F 2.12 -0.68 0.66
F 1.92 -0.28 -1.47
H -0.80 1.99 -0.35
H -1.83 0.90 -1.32
H -0.19 1.36 -1.82
H -1.55 -1.65 0.39
H 0.05 -2.10 0.69
H -0.64 -1.89 -1.09
H -0.11 -0.28 2.11
H -0.25 1.24 1.76
```

The value obtained for the energy above the lowest of the compared OMol25 structures with the same formula, charge and spin is 28.48 kcal per mole. The LUMO energy comes out at 0.9043 eV. As for the gap between HOMO and LUMO: 10.3 eV.

Here are the natural (NBO) charges for atoms 1 to 6, given in e:
1. C -0.66
2. C -0.65
3. C 0.15
4. C 0.92
5. N -0.83
6. F -0.35